Run i
7
Properties=species:S:1:pos:R:3:mulliken_charge:R:1 method="wB97M-V/def2-TZVPD" lumo_ha="-0.060 / -0.061" smiles="C=C=O.O=S"
C -0.400 0.144 0.069 -0.876
C -1.022 -0.896 -0.384 0.751
O -1.431 -1.799 -1.001 -0.361
H 0.258 0.289 0.865 0.283
H -0.692 1.052 -0.419 0.209
O -4.398 0.307 1.231 -0.278
S -4.676 0.212 -0.233 0.273

---

Run ii
7
Properties=species:S:1:pos:R:3:mulliken_charge:R:1 method="wB97M-V/def2-TZVPD" lumo_ha=-0.016 smiles="O=C1O[C@H]1S"
O 0.409 -0.627 -2.241 -0.447
C 0.372 -0.051 -1.209 0.578
O 0.301 1.162 -0.637 -0.299
C 0.367 0.029 0.190 -0.103
S -1.472 -0.697 1.149 -0.186
H 1.330 -0.027 0.688 0.315
H -1.308 0.211 2.059 0.143

---

run ii is the most stable structure; the next one sits 7.6 kcal/mol above it.

---

Run i
7
Properties=species:S:1:pos:R:3:mulliken_charge:R:1 method="wB97M-V/def2-TZVPD" lumo_ha=-0.046
C 1.237 0.353 0.327 0.013
C -0.213 -0.290 0.081 -0.190
O 1.726 0.235 1.398 -0.395
O -2.488 -0.550 -1.187 -0.481
S -1.226 0.223 -1.117 0.375
H 1.626 0.966 -0.417 0.369
H -0.662 -0.937 0.914 0.310

---

Run ii
7
Properties=species:S:1:pos:R:3:mulliken_charge:R:1 method="wB97M-V/def2-TZVPD" lumo_ha=0.004 smiles="OC1=C(S)O1"
O 0.080 1.493 1.175 -0.390
C -0.045 0.732 0.163 0.820
C -0.567 -0.401 -0.400 -0.403
S 0.528 -2.028 -0.289 -0.231
O 0.113 0.867 -1.072 -0.326
H 0.312 2.382 0.930 0.372
H -0.421 -3.045 -0.508 0.158

---

Run iii
7
Properties=species:S:1:pos:R:3:mulliken_charge:R:1 method="wB97M-V/def2-TZVPD" lumo_ha=0.005 smiles="O=C=S.C=O"
O 0.690 -0.598 -0.075 -0.503
C 1.901 -0.572 0.039 0.743
S 3.422 -0.286 0.038 -0.276
C -1.455 0.336 0.055 0.043
O -1.561 1.541 0.067 -0.436
H -1.383 -0.306 0.843 0.250
H -1.615 -0.115 -0.967 0.179

---

Run iv
7
Properties=species:S:1:pos:R:3:mulliken_charge:R:1 method="wB97M-V/def2-TZVPD" lumo_ha=-0.053 smiles="O=C(O)C=S"
O -0.806 -0.941 -0.989 -0.482
C -0.049 -0.429 -0.207 0.649
O 0.965 -1.081 0.409 -0.433
C -0.158 0.994 0.218 -0.276
S -1.270 1.917 -0.511 -0.116
H 0.870 -1.982 0.119 0.338
H 0.448 1.523 0.961 0.319

---

run iv is the most stable structure; the next one sits 8.3 kcal/mol above it.

---

Run i
13
Properties=species:S:1:pos:R:3:mulliken_charge:R:1 method="wB97M-V/def2-TZVPD" lumo_ha=-0.189 total_charge=+1
C -1.106 0.124 0.122 0.125
C 4.137 -0.318 -0.147 0.647
C -1.824 -1.263 0.336 -0.769
C 2.985 0.402 -0.488 -0.597
O 5.055 -0.889 0.124 0.012
O 0.093 0.200 0.024 -0.521
H -1.763 1.057 0.342 0.289
H -1.062 -1.804 0.938 0.262
H -1.868 -1.828 -0.689 0.253
H -2.827 -1.116 0.777 0.304
H 3.142 0.573 -1.564 0.313
H 1.908 -0.061 -0.453 0.371
H 2.921 1.339 0.099 0.310

---

Run ii
13
Properties=species:S:1:pos:R:3:mulliken_charge:R:1 method="wB97M-V/def2-TZVPD" lumo_ha=-0.178 total_charge=+1
C 1.162 0.597 0.108 0.345
C -2.014 0.379 -0.064 0.830
C 2.586 0.283 -0.088 -1.065
C -2.394 -0.952 0.037 -0.807
O -1.876 1.488 -0.176 -0.071
O 0.278 -0.212 0.296 -0.530
H 0.907 1.673 0.066 0.321
H 2.955 0.792 -0.979 0.327
H 2.752 -0.788 -0.160 0.300
H 3.159 0.687 0.750 0.324
H -2.948 -1.118 0.974 0.318
H -3.051 -1.217 -0.804 0.352
H -1.515 -1.612 0.042 0.357

---

run ii is the most stable structure; the next one sits 19.1 kcal/mol above it.